Record 1
Below is an isolated ion of composition C8H12NO and charge +1 in a non-equilibrium geometry, with properties calculated with wB97M-V/def2-TZVPD.

Summary:
Relative energy (zero: lowest compared OMol25 entry of this formula, charge and spin) (kJ/mol): 632.2
Highest occupied orbital energy (alpha / beta) (hartree): -0.5199 / -0.4498
LUMO level (alpha / beta) (eV): -4.91 / -5.90
Charge: +1

Bonds (Å) are listed after each position.
Positions of all 22 atoms, in Å:
1 C -0.0023 -0.1471 1.1723  C2 1.474, C5 1.413, N9 1.345
2 C -0.2925 -1.5312 1.5888  C1 1.474, O10 1.489, H11 1.149, H12 1.079
3 C 0.9480 1.7800 0.3301  C5 1.503, C6 1.508, H13 1.093, H14 1.088
4 C 0.5124 -2.3034 -0.7024  C7 1.520, O10 1.456, H15 1.056, H16 1.050
5 C 1.1746 0.6292 1.2694  C1 1.413, C3 1.503, H17 1.089
6 C -0.5052 1.6150 -0.0356  C3 1.508, C8 1.531, N9 1.370, H18 1.123
7 C -0.9387 -1.8829 -0.8700  C4 1.520, O10 1.499, H19 0.993
8 C -0.7378 1.8552 -1.5293  C6 1.531, H20 1.146, H21 1.082, H22 1.036
9 N -1.0038 0.4643 0.5146  C1 1.345, C6 1.370
10 O -0.4096 -2.4419 0.4163  C2 1.489, C4 1.456, C7 1.499
11 H -1.2874 -1.5453 2.1639  C2 1.149
12 H 0.5352 -1.8694 2.1919  C2 1.079
13 H 1.2300 2.7958 0.6171  C3 1.093
14 H 1.5712 1.4612 -0.5023  C3 1.088
15 H 0.7004 -3.1863 -1.2510  C4 1.056
16 H 1.1569 -1.4756 -0.6690  C4 1.050
17 H 2.0797 0.2468 1.7388  C5 1.089
18 H -1.0613 2.4034 0.5402  C6 1.123
19 H -1.5107 -2.5389 -1.3488  C7 0.993
20 H -1.8027 1.7817 -1.9457  C8 1.146
21 H -0.0717 1.1232 -1.9669  C8 1.082
22 H -0.2846 2.7664 -1.7225  C8 1.036

natural (NBO) population analysis, charges in e, atoms 1 to 8: 0.023, -0.095, -0.478, -0.149, -0.052, -0.113, 0.210, -0.579


Record 2
Below is an isolated ion of composition C8H12NO and charge +1 in a non-equilibrium geometry, with properties calculated with wB97M-V/def2-TZVPD.

Summary:
Relative energy (zero: lowest compared OMol25 entry of this formula, charge and spin) (kJ/mol): 193.2
Highest occupied orbital energy (hartree): -0.4656
LUMO level (eV): -5.49
Charge: +1

Bonds (Å) are listed after each position.
Positions of all 22 atoms, in Å:
1 C -0.0528 0.5432 0.0185  C2 1.354, C5 1.456, N9 1.429
2 C -1.3412 0.9585 0.0390  C1 1.354, C6 1.506, O10 1.354
3 C 2.0166 -0.0566 -0.4861  C5 1.497, C7 1.402, H13 1.111
4 C -1.3309 -1.2154 0.0433  C8 1.472, N9 1.338, O10 1.278
5 C 1.2426 1.1833 -0.1632  C1 1.456, C3 1.497, H11 1.177, H12 1.073
6 C -1.9369 2.3409 0.0961  C2 1.506, H14 1.118, H15 1.066, H16 1.191
7 C 2.9236 -0.6866 0.3782  C3 1.402, H17 1.058, H18 1.172, H19 1.040
8 C -1.8991 -2.5704 -0.0403  C4 1.472, H20 1.087, H21 1.011, H22 1.155
9 N -0.0419 -0.8816 -0.0852  C1 1.429, C4 1.338
10 O -2.0656 -0.1774 0.1744  C2 1.354, C4 1.278
11 H 1.6224 1.8897 0.6988  C5 1.177
12 H 1.0927 1.9453 -0.9041  C5 1.073
13 H 1.9863 -0.3558 -1.5557  C3 1.111
14 H -1.7973 2.7218 1.1380  C6 1.118
15 H -2.9281 2.2865 -0.2936  C6 1.066
16 H -1.1774 3.1118 -0.4003  C6 1.191
17 H 2.8300 -0.4209 1.3977  C7 1.058
18 H 3.9808 -0.2294 0.1626  C7 1.172
19 H 2.9680 -1.7076 0.1828  C7 1.040
20 H -2.8726 -2.6417 0.4377  C8 1.087
21 H -1.1594 -3.1674 0.3052  C8 1.011
22 H -2.0600 -2.8703 -1.1438  C8 1.155

natural (NBO) population analysis, charges in e, atoms 1 to 8: 0.049, 0.287, 0.408, 0.565, -0.563, -0.663, -0.744, -0.666


Record 3
Below is a 2-piece molecular cluster, C8H12NO2P overall in a non-equilibrium geometry, with properties calculated with wB97M-V/def2-TZVPD.

Summary:
Relative energy (zero: lowest compared OMol25 entry of this formula, charge and spin) (kJ/mol): 404.6
Highest occupied orbital energy (hartree): -0.2935
LUMO level (eV): 0.24
SMILES: [H]/N=C\P(O)O.C=C1C=CC=CC1
Charge: 0

Bonds (Å) are listed after each position.
Positions of all 24 atoms, in Å:
1 C 1.4390 -1.1766 -0.8414  C2 1.355, C3 1.426, H13 1.052
2 C 1.2487 -1.1309 0.4993  C1 1.355, C4 1.460, H14 1.044
3 C 1.3917 0.0955 -1.4836  C1 1.426, C5 1.310, H15 1.057
4 C 1.2112 0.1220 1.2482  C2 1.460, C6 1.529, H16 1.032, H21 1.130
5 C 0.9756 1.2136 -0.9435  C3 1.310, C6 1.458, H17 1.146
6 C 0.8937 1.4167 0.4984  C4 1.529, C5 1.458, C7 1.324
7 C 0.7579 2.5933 1.0892  C6 1.324, H18 1.104, H19 1.073
8 C -2.3458 0.5908 -0.3630  N9 1.245, P12 1.913, H20 1.086
9 N -2.0041 1.5423 0.3629  C8 1.245, H22 0.950
10 O -1.8708 -1.6571 -1.6163  P12 1.691, H23 0.900
11 O -3.6908 -1.5410 0.1686  P12 1.617, H24 0.999
12 P -2.1048 -1.2694 0.0128  C8 1.913, O10 1.691, O11 1.617
13 H 1.7158 -2.0029 -1.4311  C1 1.052
14 H 1.1552 -1.9799 1.1005  C2 1.044
15 H 1.4321 0.1030 -2.5393  C3 1.057
16 H 2.1498 0.3702 1.5997  C4 1.032
17 H 0.8768 2.1526 -1.5936  C5 1.146
18 H 0.8235 2.5268 2.1890  C7 1.104
19 H 0.8136 3.4764 0.4830  C7 1.073
20 H -2.3992 0.5969 -1.4474  C8 1.086
21 H 0.6675 0.1012 2.2382  C4 1.130
22 H -1.9744 1.1699 1.2368  N9 0.950
23 H -1.0329 -1.3991 -1.8219  O10 0.900
24 H -3.9059 -2.4755 -0.1131  O11 0.999

natural (NBO) population analysis, charges in e, atoms 1 to 8: -0.282, -0.109, -0.246, -0.516, -0.181, -0.011, -0.395, -0.174